1.
Entry from the Open Molecules 2025 dataset: the ion CH2F3N2 with charge +1 (ωB97M-V/def2-TZVPD).

Element x y z (Å)
1 F -0.97418 1.64989 -0.84755
2 F -0.08571 -1.77820 -0.04015
3 H 1.54756 -0.76416 -0.29796
4 N -0.85484 1.33444 0.39376
5 C -0.30200 0.33657 0.56728
6 N 0.46685 -0.57459 -0.32040
7 F -0.06523 -0.07848 1.77233
8 H 0.26754 -0.12548 -1.22730

Max |F|, eV/Å: 11.081
M, g/mol: 99.03
SMILES: F/N=C(/F)[NH2+]F
Calculated total energy, eV: -12187.2535
E_HOMO, eV: -17.983
Net charge: +1
Energy above the lowest of the compared OMol25 structures with the same formula, charge and spin, eV: 2.1126

So, what does the natural (NBO) scheme give us? The charges, in e, come out as: number 1, F, carries -0.154; number 2, F, carries -0.097; number 3, H, carries 0.495; number 4, N, carries 0.057; number 5, C, carries 0.659; number 6, N, carries -0.179; number 7, F, carries -0.233; number 8, H, carries 0.452

***

2.
Entry from the Open Molecules 2025 dataset: a cluster of 3 separate species, C4H16NO3 in total (ωB97M-V/def2-TZVPD).

Element x y z (Å)
1 H -0.68404 -1.62758 -0.02114
2 H 0.70258 0.87282 1.15772
3 H -1.52575 1.87793 2.92659
4 H -1.46613 -1.75824 -3.16930
5 C -1.91210 -0.46158 -1.81680
6 H -1.32702 1.01879 -0.03227
7 O -1.61434 1.14021 2.43655
8 H 0.62993 0.72615 -2.70537
9 H -0.28330 -0.50342 2.00924
10 H 1.36631 0.88156 -1.24488
11 C -0.80885 0.36872 -0.93238
12 C 0.47624 1.14613 -1.71350
13 H 0.16902 2.22699 -1.56926
14 H 0.81719 -0.86458 -0.70400
15 H 4.48512 -0.16432 3.04145
16 H 1.26385 -0.65164 1.73407
17 O -1.44775 -1.63974 -2.21167
18 C 0.34348 -0.12987 1.20084
19 N -0.10028 -0.72038 -0.13206
20 O 4.34632 0.08556 2.11180
21 H -2.50056 0.83879 2.32142
22 H -2.71958 -0.51716 -1.08630
23 H 5.22145 0.36605 1.79854
24 H -2.31353 0.09187 -2.65452

Max |F|, eV/Å: 5.129
M, g/mol: 126.18
Calculated total energy, eV: -12031.1262
E_HOMO, eV: -14.177
Net charge: +1
Energy above the lowest of the compared OMol25 structures with the same formula, charge and spin, eV: 3.5067

So, what does the natural (NBO) scheme give us? The charges, in e, come out as: number 1, H, carries 0.465; number 2, H, carries 0.244; number 3, H, carries 0.485; number 4, H, carries 0.510; number 5, C, carries -0.065; number 6, H, carries 0.252; number 7, O, carries -0.959; number 8, H, carries 0.235; number 9, H, carries 0.266; number 10, H, carries 0.199; number 11, C, carries -0.064; number 12, C, carries -0.630; number 13, H, carries 0.257; number 14, H, carries 0.453; number 15, H, carries 0.477; number 16, H, carries 0.247; number 17, O, carries -0.724; number 18, C, carries -0.460; number 19, N, carries -0.565; number 20, O, carries -0.957; number 21, H, carries 0.486; number 22, H, carries 0.166; number 23, H, carries 0.480; number 24, H, carries 0.201

***

3.
Entry from the Open Molecules 2025 dataset: a structure of composition C42H37IrNP2Si (ωB97M-V/def2-TZVPD).

Element x y z (Å)
1 C 1.95817 -0.10130 -0.96042
2 C 4.15737 4.56750 1.62408
3 C -0.49013 0.13950 3.72218
4 C 1.76897 1.35560 -1.30102
5 C 3.94027 5.24510 -0.67112
6 C 2.77257 4.51100 -0.77682
7 N 0.28667 -0.73290 1.78508
8 H 2.61917 3.27160 2.36358
9 C -1.30663 -2.89190 -1.59642
10 C -1.43933 3.50540 1.25198
11 H -0.56163 -4.26090 -3.07162
12 C 4.63517 5.26690 0.52878
13 H -2.44103 -1.91860 2.43738
14 H 1.69997 -5.04890 1.32718
15 H 5.10027 -4.83010 -1.24792
16 H -7.56503 -0.36890 -1.46092
17 H -4.72073 -2.26210 1.10018
18 C -0.89743 -4.13970 -2.05212
19 H -2.91953 -0.21790 2.39088
20 C -1.46003 3.66640 -1.13682
21 H -7.03933 -1.95710 0.34418
22 P 3.29467 -0.49410 0.25268
23 H 5.04047 -2.37180 -1.12952
24 P -2.17773 -0.97360 0.18238
25 H 1.48037 0.83630 4.42018
26 C 2.42527 -4.46990 0.77628
27 H -4.24133 5.06880 0.18468
28 H -3.13523 4.30890 2.26648
29 H 2.11747 -2.06980 -1.89362
30 H 0.30917 0.84490 -4.40812
31 C -1.74023 -2.72440 -0.25112
32 C 1.14407 1.59620 -2.60892
33 C -5.53493 0.25080 -1.72732
34 H -1.44783 -2.08470 -2.31022
35 H -5.76423 0.94960 -2.51512
36 C 0.87117 0.36220 3.67678
37 C 0.75797 0.60390 -3.45642
38 C -4.94333 -1.55920 0.31018
39 H 3.38367 -6.17400 -0.08722
40 C -2.68933 4.30300 -1.08002
41 C 3.34687 -2.32190 0.18788
42 H 0.90137 1.63680 1.30538
43 H 3.25587 -1.07320 2.56648
44 C -2.67223 4.12940 1.30868
45 C 3.37917 -5.09810 -0.00712
46 H -0.63503 -6.20630 -1.56282
47 H -2.13133 -3.77110 1.60158
48 H 0.85817 -1.50690 -3.90482
49 H -1.47163 -5.95400 0.73938
50 C 2.41097 -3.08920 0.88818
51 C -1.77983 -3.85100 0.58278
52 H 2.23567 4.50210 -1.71372
53 C -3.93193 -0.81460 -0.29252
54 C -4.22743 0.08880 -1.30692
55 C -6.24823 -1.38520 -0.11712
56 C 2.75637 -0.24100 2.05168
57 C 1.03757 -0.73980 -3.16662
58 C -2.16943 -0.93280 2.04078
59 H 1.07157 2.62680 -2.92002
60 H 4.68127 4.59560 2.56628
61 H -0.94903 3.21500 2.16988
62 H 1.72327 -2.63590 1.58718
63 Ir 0.21227 -1.47780 -0.27302
64 C -1.40103 -5.09010 0.09768
65 C -3.29713 4.54440 0.14288
66 H 4.30737 5.79190 -1.52562
67 C 2.31267 3.76330 0.30468
68 C 4.30727 -2.95690 -0.59352
69 H -3.42913 0.66540 -1.75312
70 H -3.16703 4.62360 -1.99492
71 Si 0.91817 2.49500 0.11168
72 H -1.17773 0.40940 4.49978
73 C 1.33727 -0.19220 2.46018
74 C -0.81213 3.25490 0.02548
75 C -0.93813 -5.23550 -1.20452
76 C -0.82803 -0.52380 2.52258
77 C 1.65207 -1.08410 -1.94812
78 H 2.76157 1.82860 -1.31802
79 C 4.33037 -4.34050 -0.67302
80 H 3.24697 0.67070 2.41398
81 C -6.54453 -0.48850 -1.13292
82 C 2.99357 3.82580 1.51558
83 H -1.01023 3.48570 -2.10092
84 H 5.53577 5.85530 0.61608

Max |F|, eV/Å: 2.189
M, g/mol: 838.02
Calculated total energy, eV: -74921.4838
E_HOMO (alpha / beta), eV: -13.302 / -13.243
Net charge: +2
Energy above the lowest of the compared OMol25 structures with the same formula, charge and spin, eV: 1.5064
Spin multiplicity: 2

So, what does the Löwdin scheme give us? The charges, in e, come out as: number 1, C, carries -0.474; number 2, C, carries -0.065; number 3, C, carries 0.027; number 4, C, carries -0.319; number 5, C, carries -0.061; number 6, C, carries -0.103; number 7, N, carries -0.053; number 8, H, carries 0.088; number 9, C, carries -0.209; number 10, C, carries -0.111; number 11, H, carries 0.118; number 12, C, carries -0.058; number 13, H, carries 0.099; number 14, H, carries 0.112; number 15, H, carries 0.119; number 16, H, carries 0.119; number 17, H, carries 0.111; number 18, C, carries -0.061; number 19, H, carries 0.115; number 20, C, carries -0.104; number 21, H, carries 0.119; number 22, P, carries 1.100; number 23, H, carries 0.112; number 24, P, carries 1.069; number 25, H, carries 0.129; number 26, C, carries -0.060; number 27, H, carries 0.115; number 28, H, carries 0.111; number 29, H, carries 0.099; number 30, H, carries 0.123; number 31, C, carries -0.467; number 32, C, carries -0.027; number 33, C, carries -0.055; number 34, H, carries 0.093; number 35, H, carries 0.115; number 36, C, carries 0.017; number 37, C, carries -0.044; number 38, C, carries -0.072; number 39, H, carries 0.117; number 40, C, carries -0.071; number 41, C, carries -0.427; number 42, H, carries 0.021; number 43, H, carries 0.113; number 44, C, carries -0.069; number 45, C, carries -0.047; number 46, H, carries 0.120; number 47, H, carries 0.103; number 48, H, carries 0.132; number 49, H, carries 0.121; number 50, C, carries -0.141; number 51, C, carries -0.076; number 52, H, carries 0.099; number 53, C, carries -0.359; number 54, C, carries -0.098; number 55, C, carries -0.050; number 56, C, carries -0.254; number 57, C, carries 0.010; number 58, C, carries -0.215; number 59, H, carries 0.117; number 60, H, carries 0.111; number 61, H, carries 0.094; number 62, H, carries 0.076; number 63, Ir, carries 1.015; number 64, C, carries -0.053; number 65, C, carries -0.059; number 66, H, carries 0.113; number 67, C, carries -0.288; number 68, C, carries -0.086; number 69, H, carries 0.096; number 70, H, carries 0.112; number 71, Si, carries 0.854; number 72, H, carries 0.127; number 73, C, carries -0.347; number 74, C, carries -0.276; number 75, C, carries -0.046; number 76, C, carries -0.303; number 77, C, carries -0.272; number 78, H, carries 0.128; number 79, C, carries -0.042; number 80, H, carries 0.086; number 81, C, carries -0.043; number 82, C, carries -0.110; number 83, H, carries 0.087; number 84, H, carries 0.114

***

4.
Entry from the Open Molecules 2025 dataset: the ion CHN3O5 with charge -2 (ωB97M-V/def2-TZVPD).

Element x y z (Å)
1 N -1.39590 0.57690 -0.14718
2 O 0.19951 -1.64238 1.17102
3 O 0.46435 -1.96837 -1.02879
4 N 0.98015 0.91023 0.35805
5 O 2.12866 0.34058 0.52293
6 O 0.77860 2.10706 0.60074
7 N 0.08199 0.20156 -0.18181
8 C 0.27214 -1.31989 -0.01467
9 O -1.79192 1.18079 -1.22078
10 H -1.71759 -0.38648 -0.05950

Max |F|, eV/Å: 2.996
M, g/mol: 135.03
Calculated total energy, eV: -15754.1568
E_HOMO, eV: 1.552
Net charge: -2
Energy above the lowest of the compared OMol25 structures with the same formula, charge and spin, eV: 0.3482

So, what does the natural (NBO) scheme give us? The charges, in e, come out as: number 1, N, carries -0.164; number 2, O, carries -0.766; number 3, O, carries -0.746; number 4, N, carries 0.610; number 5, O, carries -0.580; number 6, O, carries -0.517; number 7, N, carries -0.178; number 8, C, carries 0.861; number 9, O, carries -0.786; number 10, H, carries 0.268